1.
This record from the OMol25 dataset describes a structure of composition C15H21AgBF2N5O4. The level of theory is ωB97M-V/def2-TZVPD.

Energy above the lowest of the compared OMol25 structures with the same formula, charge and spin, kcal per mole: 0.0
E_LUMO, eV: 4.93
Gap between HOMO and LUMO, eV: 5.73
Net charge: -2

XYZ file:
```
49
Properties=species:S:1:pos:R:3:mulliken_charge:R:1
Ag -0.61 -0.82 0.64 -0.024
O -1.60 2.01 -0.17 -0.449
N -1.14 3.03 0.32 -0.434
N 0.18 3.11 0.30 0.755
O 0.97 2.21 -0.21 -0.736
C 0.73 4.27 0.88 -0.007
C 2.12 4.38 0.90 -0.442
C 2.72 5.50 1.44 -0.282
C 1.96 6.54 1.97 -0.500
C 0.58 6.43 1.94 -0.325
C -0.04 5.31 1.41 -0.337
H 2.68 3.55 0.49 0.451
H 3.81 5.57 1.46 0.310
H 2.44 7.42 2.39 0.338
H -0.04 7.22 2.35 0.317
H -1.12 5.23 1.39 0.402
C 0.42 -4.56 -2.63 -0.532
C -0.68 -4.38 -1.60 -0.661
N -1.31 -3.08 -1.70 -0.164
C -0.75 -2.03 -2.43 0.285
N -0.98 -0.84 -2.05 -0.567
C -0.43 0.28 -2.79 -0.295
C 0.66 -0.12 -3.78 -0.700
C 0.24 -1.37 -4.53 -0.764
N -0.03 -2.40 -3.55 0.427
C 0.05 -3.80 -3.90 -0.822
H 0.58 -5.62 -2.84 0.425
H 1.35 -4.12 -2.26 0.141
H -0.26 -4.53 -0.59 0.217
H -1.45 -5.15 -1.74 0.454
H -1.67 -2.72 -0.83 0.324
H -0.05 1.00 -2.06 -0.095
H -1.25 0.79 -3.32 0.362
H 1.58 -0.34 -3.22 0.190
H 0.87 0.70 -4.48 0.446
H 1.04 -1.73 -5.18 0.393
H -0.64 -1.17 -5.16 0.261
H 0.84 -3.91 -4.65 0.417
H -0.88 -4.19 -4.34 0.270
F -2.62 -1.27 3.06 -0.268
B -2.21 -1.54 1.78 0.002
F -3.03 -2.58 1.33 -0.290
C 3.62 -2.41 0.86 -0.674
O 2.43 -1.71 1.14 -0.322
C 1.50 -1.59 0.05 0.288
O 1.88 -2.09 -0.99 -0.496
H 4.13 -2.58 1.81 0.243
H 4.29 -1.84 0.20 0.220
H 3.43 -3.37 0.37 0.249
```

=====

2.
This record from the OMol25 dataset describes the molecule C23H35N3O3. The level of theory is ωB97M-V/def2-TZVPD.

Energy above the lowest of the compared OMol25 structures with the same formula, charge and spin, kcal per mole: 8.4
E_LUMO, eV: 0.78
Gap between HOMO and LUMO, eV: 8.87

XYZ file:
```
64
Properties=species:S:1:pos:R:3:mulliken_charge:R:1
C -2.95 0.24 1.60 -1.617
C -2.40 0.05 0.19 1.558
C -2.10 1.38 -0.51 -1.282
N -1.58 1.07 -1.83 0.371
C -0.25 1.25 -2.06 0.617
O 0.43 1.95 -1.32 -0.627
C 0.39 0.49 -3.21 -1.027
C 0.51 -0.99 -2.82 -0.972
C 1.06 -1.10 -1.40 0.375
O 0.37 -1.42 -0.46 -0.686
N 2.38 -0.83 -1.30 -0.033
C 3.03 -0.66 -0.02 -0.652
C 3.23 0.81 0.33 0.044
C 3.57 0.98 1.82 -1.525
N 2.69 0.22 2.68 0.906
C 1.55 0.93 3.24 0.415
C 0.80 1.75 2.19 -1.530
C 0.57 -0.09 3.83 -0.675
C 1.23 -0.99 4.87 -1.042
C 2.44 -1.66 4.23 -0.915
C 3.40 -0.62 3.63 -0.260
C 4.15 0.15 4.73 -1.519
C -2.49 0.31 -2.59 0.231
C -2.66 0.48 -3.96 -0.445
C -3.59 -0.26 -4.66 -0.849
C -4.40 -1.17 -3.98 -0.505
C -4.30 -1.29 -2.61 -0.709
C -3.36 -0.55 -1.90 0.330
O -3.37 -0.69 -0.55 -0.461
H -3.85 0.85 1.56 0.398
H -2.20 0.72 2.22 0.257
H -3.20 -0.73 2.02 0.380
H -1.47 -0.55 0.23 -0.257
H -1.35 1.94 0.04 0.496
H -3.02 1.96 -0.61 0.354
H -0.16 0.58 -4.14 0.349
H 1.39 0.93 -3.35 0.597
H 1.16 -1.51 -3.52 0.455
H -0.47 -1.46 -2.84 0.462
H 2.86 -0.47 -2.10 0.316
H 2.38 -1.11 0.74 0.215
H 3.99 -1.20 -0.03 0.189
H 2.31 1.35 0.08 -0.163
H 4.04 1.24 -0.27 0.577
H 3.57 2.05 2.07 0.295
H 4.60 0.62 1.96 0.690
H 1.87 1.62 4.05 0.142
H -0.09 2.18 2.65 0.698
H 1.40 2.56 1.80 0.406
H 0.50 1.10 1.37 0.051
H 0.20 -0.71 3.01 0.077
H -0.28 0.43 4.27 0.459
H 1.54 -0.39 5.73 0.401
H 0.53 -1.74 5.22 0.409
H 2.98 -2.27 4.96 0.384
H 2.10 -2.31 3.42 0.329
H 4.15 -1.17 3.05 0.535
H 3.46 0.68 5.39 0.322
H 4.83 0.88 4.29 0.352
H 4.73 -0.54 5.34 0.468
H -2.07 1.22 -4.47 0.567
H -3.69 -0.13 -5.72 0.404
H -5.12 -1.75 -4.52 0.392
H -4.94 -1.96 -2.06 0.479
```

=====

3.
This record from the OMol25 dataset describes the molecule C4H5NO. The level of theory is ωB97M-V/def2-TZVPD.

Energy above the lowest of the compared OMol25 structures with the same formula, charge and spin, kcal per mole: 55.8
E_LUMO (alpha / beta), eV: 0.39 / 0.39
Gap between HOMO and LUMO (alpha / beta), eV: 8.40 / 8.40

XYZ file:
```
11
Properties=species:S:1:pos:R:3:mulliken_charge:R:1
C 2.08 0.25 0.26 -0.836
C 0.75 0.66 -0.19 0.317
N -0.38 0.81 0.12 -0.106
C -1.65 0.43 0.12 -0.453
C -1.83 -0.87 -0.46 0.123
O -0.91 -1.56 -0.88 -0.572
H 2.11 0.08 1.34 0.271
H 2.83 1.00 -0.02 0.304
H 2.33 -0.68 -0.26 0.259
H -2.43 1.09 0.47 0.382
H -2.88 -1.21 -0.51 0.311
```

=====

4.
This record from the OMol25 dataset describes a cluster of 2 separate species, C7H3F6OP in total in a non-equilibrium geometry. The level of theory is ωB97M-V/def2-TZVPD.

Energy above the lowest of the compared OMol25 structures with the same formula, charge and spin, kcal per mole: 49.9
E_LUMO, eV: -0.05
Gap between HOMO and LUMO, eV: 10.01

XYZ file:
```
18
Properties=species:S:1:pos:R:3:mulliken_charge:R:1
C 2.10 0.16 4.20 0.393
C 1.82 -0.99 3.42 0.279
C 1.80 1.42 3.66 0.385
C 1.26 -0.90 2.13 0.279
C 1.39 1.46 2.32 0.138
C 1.02 0.35 1.61 -0.018
C -0.92 -0.32 -0.47 -0.477
O 1.72 0.36 -1.07 -0.634
F 2.55 0.08 5.41 -0.268
F 1.94 -2.19 4.07 -0.292
F 1.99 2.53 4.34 -0.284
F 1.10 -1.96 1.35 -0.278
F 1.17 2.75 1.92 -0.300
F -1.73 -0.39 0.62 -0.243
P 0.61 0.61 -0.19 0.511
H -1.32 -0.30 -1.39 0.538
H -0.23 -1.88 -0.60 0.176
H 0.15 2.01 -0.15 0.093
```

=====

5.
This record from the OMol25 dataset describes a structure of composition C21H28AsCl4O3S2Tl in a non-equilibrium geometry. The level of theory is ωB97M-V/def2-TZVPD.

Energy above the lowest of the compared OMol25 structures with the same formula, charge and spin, kcal per mole: 18.1
E_LUMO, eV: 3.70
Gap between HOMO and LUMO, eV: 4.34
Net charge: -2

XYZ file:
```
60
Properties=species:S:1:pos:R:3:mulliken_charge:R:1
Tl 2.60 -0.04 0.48 0.570
C -0.73 -1.55 -4.57 -0.504
C -0.45 -0.65 -3.56 -0.415
C 0.13 0.45 -4.17 -1.015
C 0.41 0.19 -5.51 -0.463
C -0.21 -1.05 -5.88 -0.855
H -1.30 -2.43 -4.43 0.456
H -0.68 -0.79 -2.55 0.684
H 0.35 1.42 -3.67 0.420
H 0.91 0.90 -6.17 0.357
H -0.22 -1.56 -6.81 0.404
Cl -0.83 5.47 4.85 -0.283
C 0.04 4.13 4.11 -0.098
C 0.27 3.03 4.95 -0.267
C 1.09 1.97 4.57 0.089
Cl 1.17 0.58 5.61 -0.229
C 1.59 1.95 3.24 0.766
O 1.98 0.82 2.73 -0.858
C 1.52 3.13 2.44 0.578
C 2.04 3.17 1.09 -0.258
O 2.97 2.54 0.55 -0.540
C 0.77 4.21 2.90 -0.611
H -0.14 2.99 6.01 0.251
H 1.41 3.91 0.50 0.216
H 0.83 5.14 2.33 0.385
C -2.69 1.57 1.05 -1.048
C -3.00 0.35 0.24 -0.622
As -2.06 -1.29 1.07 0.281
C -2.91 -2.68 -0.09 -0.662
C -4.40 -2.73 -0.46 -1.142
C -3.02 -1.37 2.79 -0.841
C -4.47 -0.98 2.94 -0.741
H -3.22 2.43 0.59 0.348
H -1.61 1.80 0.99 0.182
H -3.02 1.54 2.09 0.228
H -2.60 0.40 -0.79 0.453
H -4.06 -0.01 0.26 0.358
H -2.63 -3.60 0.33 0.464
H -2.30 -2.59 -0.97 0.303
H -4.57 -3.46 -1.23 0.389
H -4.75 -1.81 -0.83 0.325
H -5.09 -2.91 0.35 0.262
H -2.41 -0.71 3.36 0.390
H -2.71 -2.39 3.04 0.495
H -4.50 0.13 2.76 0.149
H -4.78 -1.18 3.97 0.373
H -5.14 -1.57 2.30 0.121
C 4.06 -4.01 -1.83 -0.861
O 4.11 -2.65 -1.27 -0.176
C 5.45 -2.22 -0.87 0.195
S 6.80 -2.97 -1.50 -0.389
S 5.41 -0.85 0.17 -0.439
H 2.97 -4.30 -1.72 0.194
H 4.57 -4.59 -1.15 0.451
H 4.49 -4.11 -2.85 0.280
Cl 5.60 2.38 -3.55 -0.243
C 4.55 1.79 -2.19 0.058
Cl 3.10 0.98 -2.82 -0.078
H 4.17 2.66 -1.57 0.128
H 5.13 1.01 -1.65 0.037
```

=====

6.
This record from the OMol25 dataset describes a cluster of 8 separate species, C32H56N8 in total in a non-equilibrium geometry. The level of theory is ωB97M-V/def2-TZVPD.

Energy above the lowest of the compared OMol25 structures with the same formula, charge and spin, kcal per mole: 0.0
E_LUMO (alpha / beta), eV: -2.40 / -10.58
Multiplicity: 2
Expectation value of S²: 0.7592
Gap between HOMO and LUMO (alpha / beta), eV: 9.94 / 1.76
Net charge: +1

XYZ file:
```
96
Properties=species:S:1:pos:R:3:mulliken_charge:R:1
C -0.77 0.63 0.97 -0.312
C -0.62 0.07 -0.46 -0.729
C 0.83 -0.43 -0.72 0.978
C 1.25 -1.60 0.08 0.245
N 1.57 -2.48 0.78 -0.507
H -1.84 0.73 1.18 -0.544
H -0.34 1.62 1.14 0.470
H -0.42 -0.06 1.74 0.329
H -0.92 0.83 -1.18 0.242
H -1.32 -0.75 -0.67 0.395
H 1.54 0.37 -0.51 0.064
H 0.98 -0.65 -1.78 -0.237
C 3.46 0.98 1.49 -1.038
C 3.25 2.49 1.88 -0.600
C 2.94 2.68 3.40 -0.637
C 1.50 2.33 3.65 0.197
N 0.41 2.08 3.80 -0.336
H 3.65 0.90 0.42 0.205
H 2.66 0.28 1.74 0.360
H 4.40 0.63 1.90 0.500
H 2.44 2.96 1.31 0.356
H 4.18 3.04 1.77 0.353
H 3.03 3.73 3.69 0.340
H 3.60 2.07 4.02 0.322
C 5.49 -3.84 1.46 -1.167
C 4.66 -3.92 0.15 -0.610
C 4.46 -2.60 -0.59 1.238
C 5.65 -1.70 -0.66 -0.075
N 6.55 -0.99 -0.73 -0.350
H 4.82 -3.36 2.17 0.319
H 6.37 -3.20 1.36 0.376
H 5.81 -4.81 1.84 0.378
H 3.75 -4.49 0.28 0.437
H 5.23 -4.51 -0.57 0.389
H 3.66 -2.04 -0.11 -0.964
H 4.06 -2.85 -1.57 0.510
C 7.01 -1.21 -4.38 -0.684
C 6.14 -0.13 -5.19 -0.558
C 4.63 -0.45 -5.18 -0.602
C 3.95 -0.54 -3.89 0.334
N 3.37 -0.61 -2.88 -0.351
H 7.10 -2.19 -4.85 0.324
H 6.60 -1.33 -3.38 -0.095
H 8.08 -0.98 -4.31 0.375
H 6.50 -0.11 -6.22 0.349
H 6.28 0.90 -4.88 0.330
H 4.52 -1.42 -5.66 0.298
H 3.99 0.20 -5.78 0.357
C -3.75 4.44 2.43 -1.626
C -2.94 3.16 2.35 0.075
C -2.92 2.28 3.62 0.148
C -4.18 1.58 3.86 0.111
N -5.19 0.97 4.06 -0.562
H -4.75 4.30 2.84 0.296
H -3.83 5.02 1.51 0.391
H -3.28 5.16 3.09 0.458
H -1.93 3.49 2.14 0.313
H -3.18 2.50 1.51 0.094
H -2.64 2.92 4.46 0.498
H -2.20 1.48 3.45 -0.057
C -0.83 1.81 -5.91 -1.255
C -0.16 0.86 -4.84 0.032
C -0.60 -0.55 -4.76 -0.158
C -2.00 -0.65 -4.33 0.162
N -3.11 -0.75 -4.02 -0.424
H -0.68 1.45 -6.93 0.323
H -0.32 2.78 -5.89 0.369
H -1.89 1.97 -5.74 0.347
H -0.24 1.21 -3.81 0.043
H 0.92 0.82 -5.03 0.119
H 0.10 -1.03 -4.08 0.054
H -0.51 -1.09 -5.70 0.391
C -2.64 -3.59 4.61 -1.311
C -2.09 -2.99 3.36 -0.751
C -2.96 -1.85 2.74 1.083
C -4.29 -2.32 2.26 0.072
N -5.30 -2.73 1.85 -0.552
H -2.73 -2.85 5.41 0.333
H -1.98 -4.37 5.00 0.384
H -3.57 -4.13 4.41 0.340
H -1.96 -3.81 2.65 0.383
H -1.09 -2.57 3.50 0.393
H -2.46 -1.54 1.81 -0.602
H -3.00 -1.07 3.50 0.137
C -6.69 2.51 0.84 -0.921
C -7.51 1.23 0.48 -0.686
C -6.73 -0.03 0.89 -0.285
C -5.34 -0.09 0.41 0.217
N -4.24 -0.14 0.04 -0.447
H -7.03 3.40 0.30 0.374
H -5.62 2.36 0.68 0.157
H -6.68 2.56 1.92 0.242
H -7.67 1.19 -0.60 0.360
H -8.48 1.34 0.96 0.340
H -7.33 -0.91 0.63 0.408
H -6.62 -0.04 1.98 0.219
```

=====

7.
This record from the OMol25 dataset describes a structure of composition C21H50Cl2OP2Sc in a non-equilibrium geometry. The level of theory is ωB97M-V/def2-TZVPD.

E_LUMO, eV: 2.78
Gap between HOMO and LUMO, eV: 5.95
Net charge: -1

XYZ file:
```
77
Properties=species:S:1:pos:R:3:mulliken_charge:R:1
Sc -0.04 0.48 0.44 -1.517
Cl -0.36 0.96 -1.95 -0.496
P -2.71 -0.36 -0.33 -0.216
C -3.11 -1.29 -1.90 0.784
C -3.55 -1.30 1.03 0.412
C -3.60 1.27 -0.56 0.939
C -1.97 -2.28 -2.20 -1.278
H -3.07 -0.48 -2.66 0.508
C -4.49 -1.94 -1.95 -1.701
H -4.53 -2.87 -1.35 0.250
H -4.70 -2.21 -3.00 0.470
H -5.30 -1.28 -1.62 0.302
H -1.07 -1.73 -2.50 0.136
H -2.25 -2.94 -3.03 0.490
H -1.72 -2.90 -1.33 0.217
H -3.06 1.65 -1.45 0.438
C -3.31 2.24 0.60 -0.948
C -5.09 1.20 -0.91 -1.835
H -5.26 0.77 -1.90 0.344
H -5.48 2.23 -0.93 0.507
H -5.66 0.64 -0.16 0.281
H -2.54 1.88 1.30 -0.362
H -4.23 2.48 1.17 0.303
H -2.92 3.19 0.19 0.408
C -2.83 -2.65 1.22 -1.369
H -4.58 -1.46 0.68 0.571
C -3.54 -0.51 2.34 -1.244
H -2.94 -3.33 0.37 0.241
H -3.25 -3.14 2.10 0.496
H -1.75 -2.48 1.41 0.076
H -2.51 -0.24 2.62 0.011
H -3.94 -1.14 3.14 0.534
H -4.15 0.40 2.28 0.218
Cl 0.25 -0.97 2.35 -0.518
H -0.27 -1.18 -0.27 0.404
P 2.72 0.56 -0.18 0.527
C 3.19 2.11 -1.10 0.492
C 3.76 0.46 1.35 0.347
C 3.27 -0.80 -1.31 0.647
C 2.12 3.19 -0.90 -0.988
H 3.15 1.79 -2.15 0.481
C 4.58 2.69 -0.83 -1.724
H 4.66 3.13 0.17 0.273
H 4.76 3.49 -1.56 0.490
H 5.39 1.96 -0.96 0.329
H 1.17 2.88 -1.34 0.172
H 2.43 4.13 -1.39 0.518
H 1.93 3.41 0.17 -0.065
H 2.70 -0.57 -2.22 0.530
C 2.83 -2.19 -0.81 -1.365
C 4.77 -0.71 -1.64 -1.567
H 5.00 0.17 -2.26 0.296
H 5.06 -1.60 -2.22 0.475
H 5.40 -0.67 -0.74 0.247
H 2.08 -2.15 0.00 0.164
H 3.69 -2.78 -0.46 0.413
H 2.37 -2.73 -1.64 0.364
C 3.23 1.47 2.38 -1.231
H 4.77 0.75 1.02 0.654
C 3.79 -0.94 1.97 -1.431
H 3.27 2.51 2.04 0.252
H 3.82 1.40 3.31 0.512
H 2.18 1.24 2.64 -0.019
H 2.76 -1.29 2.16 0.082
H 4.30 -0.88 2.94 0.509
H 4.31 -1.67 1.36 0.226
C -0.68 4.37 1.92 -1.477
C -0.01 3.09 2.38 0.898
C -0.58 2.51 3.66 -1.349
O -0.06 2.11 1.34 0.477
H -1.76 4.25 1.88 0.256
H -0.31 4.66 0.93 0.281
H -0.46 5.19 2.62 0.385
H 1.05 3.33 2.58 0.247
H -1.64 2.26 3.53 0.171
H -0.04 1.59 3.92 0.261
H -0.49 3.20 4.50 0.383
```

=====

8.
This record from the OMol25 dataset describes the molecule CH5N3OS2 in a non-equilibrium geometry. The level of theory is ωB97M-V/def2-TZVPD.

Energy above the lowest of the compared OMol25 structures with the same formula, charge and spin, kcal per mole: 64.6
E_LUMO, eV: 0.03
Gap between HOMO and LUMO, eV: 8.74

XYZ file:
```
12
Properties=species:S:1:pos:R:3:mulliken_charge:R:1
O 0.45 -1.60 1.27 -0.562
N 0.80 -0.94 -0.07 -0.203
C 0.08 0.24 -0.19 0.491
N -0.59 0.50 -1.34 -0.443
S -0.38 -0.64 -2.76 -0.233
N 0.36 1.09 1.03 -0.392
S -1.30 1.86 1.57 -0.134
H 1.48 -2.06 1.55 0.396
H 0.71 -1.61 -0.92 0.269
H -1.39 -0.14 -3.52 0.177
H 0.50 0.16 1.57 0.463
H -0.73 3.17 1.79 0.171
```

=====

9.
This record from the OMol25 dataset describes a structure of composition C21H41BrCl2GeN2ORuSSeSi in a non-equilibrium geometry. The level of theory is ωB97M-V/def2-TZVPD.

Energy above the lowest of the compared OMol25 structures with the same formula, charge and spin, kcal per mole: 15.4
E_LUMO (alpha / beta), eV: -3.85 / -3.64
Multiplicity: 2
Expectation value of S²: 0.7594
Gap between HOMO and LUMO (alpha / beta), eV: 6.80 / 7.09
Net charge: +1

XYZ file:
```
73
Properties=species:S:1:pos:R:3:mulliken_charge:R:1
Ru -0.18 0.15 0.25 0.087
O 5.87 0.35 2.03 -0.509
C 4.57 0.32 1.72 0.866
C 3.55 0.45 2.66 -0.586
C 2.25 0.41 2.23 -1.025
N 1.92 0.24 0.93 0.626
C 2.91 0.10 0.07 -0.049
Br 2.33 -0.18 -1.70 0.021
C 4.25 0.13 0.38 -0.563
H 6.00 0.48 2.98 0.318
H 3.77 0.60 3.71 0.371
H 1.42 0.51 2.91 0.502
H 5.02 0.00 -0.37 0.528
S -2.12 2.24 3.79 -0.306
C -1.37 1.33 2.74 0.393
N -0.77 0.61 2.00 -0.674
Cl -2.59 -2.89 -4.00 -0.124
C -1.01 -3.45 -3.49 -0.523
Cl -0.05 -2.18 -2.69 -0.025
H -0.45 -3.77 -4.36 0.386
H -1.13 -4.26 -2.78 0.253
C -4.73 -3.01 1.16 -1.113
Ge -3.26 -3.76 2.19 0.604
C -3.76 -4.18 4.01 -1.175
C -2.54 -5.36 1.32 -1.036
C -1.88 -2.34 2.20 -1.148
Se -1.07 -2.18 0.43 0.341
C 0.57 -3.15 0.79 -1.064
H -5.43 -3.79 0.85 0.408
H -4.36 -2.52 0.26 0.273
H -5.28 -2.28 1.75 0.347
H -4.57 -4.92 4.01 0.378
H -4.12 -3.30 4.55 0.376
H -2.92 -4.60 4.56 0.367
H -3.37 -6.02 1.05 0.410
H -1.89 -5.90 1.99 0.336
H -2.00 -5.12 0.40 0.217
H -1.08 -2.48 2.92 0.524
H -2.35 -1.38 2.39 0.329
H 0.29 -4.15 1.10 0.449
H 1.13 -2.65 1.58 0.250
H 1.15 -3.17 -0.13 0.357
C -0.48 1.32 -3.23 -1.106
Si -0.97 1.68 -1.47 0.946
C -0.19 3.35 -0.95 2.190
C -0.67 3.87 0.41 -1.618
C 1.34 3.22 -0.90 -1.926
C -0.53 4.39 -2.03 -1.883
C -2.87 1.46 -1.32 2.128
C -3.24 0.08 -1.87 -1.785
C -3.43 1.57 0.10 -1.530
C -3.56 2.52 -2.20 -2.052
H -0.93 2.11 -3.85 0.431
H -0.86 0.37 -3.59 0.213
H 0.59 1.35 -3.39 0.339
H -0.50 3.15 1.22 0.061
H -1.73 4.12 0.40 0.329
H -0.13 4.78 0.66 0.542
H 1.67 2.56 -0.09 0.309
H 1.78 4.20 -0.70 0.537
H 1.77 2.85 -1.83 0.328
H -1.60 4.56 -2.13 0.310
H -0.13 4.12 -3.01 0.387
H -0.07 5.34 -1.75 0.504
H -2.77 -0.74 -1.32 0.035
H -2.97 -0.05 -2.92 0.344
H -4.33 -0.06 -1.80 0.469
H -3.03 0.79 0.75 0.003
H -4.51 1.45 0.07 0.559
H -3.22 2.53 0.58 0.273
H -3.23 2.49 -3.24 0.369
H -3.41 3.53 -1.82 0.401
H -4.64 2.34 -2.20 0.498
```

=====

no.,DFT total energy (eV)
1,-41645.8871
2,-35033.4310
3,-7764.1054
4,-34944.8237
5,-165664.4073
6,-45999.8836
7,-88965.1643
8,-29300.9919
9,-265708.7713